Record 1
C3H5NO in the gas phase in a non-equilibrium geometry. Source: the Open Molecules 2025 dataset; level of theory: ωB97M-V with the def2-TZVPD basis set.

Summary:
* Kohn-Sham gap (spin up / spin down): 7.66 / 9.41 eV
* spin multiplicity: 1
* LUMO level (spin up / spin down): -0.355 / -0.101 eV
* SMILES: C=C[N+](=C)[O-]
* HOMO energy (spin up / spin down): -8.0 / -9.5 eV

```
10
Properties=species:S:1:pos:R:3:lowdin_charge:R:1
C -0.70 -1.08 1.39 0.05
C 0.83 1.08 -1.59 0.22
C -0.06 -0.70 0.28 -0.20
N -0.06 0.61 -0.08 -0.26
O -0.65 1.52 0.51 -0.04
H -0.75 -2.10 1.72 0.05
H -1.19 -0.33 1.99 0.06
H 0.74 2.11 -1.82 0.02
H 1.36 0.27 -2.03 0.00
H 0.47 -1.38 -0.37 0.11
```

Record 2
A molecular structure, C3H5NO2 in a non-equilibrium geometry. Source: the Open Molecules 2025 dataset; level of theory: ωB97M-V with the def2-TZVPD basis set.

Summary:
* Kohn-Sham gap (spin up / spin down): 7.03 / 5.64 eV
* spin multiplicity: 2
* ⟨S²⟩: 0.7631
* net charge: -1
* LUMO level (spin up / spin down): 3.868 / 2.500 eV
* HOMO energy (spin up / spin down): -3.2 / -3.1 eV

```
11
Properties=species:S:1:pos:R:3:lowdin_charge:R:1
C -0.28 0.47 0.04 -0.28
N 0.44 0.12 1.10 0.11
C -1.71 0.30 -0.07 -0.02
C -1.54 -1.09 -0.26 -0.36
O -1.46 -1.75 -1.32 -0.03
O 2.83 0.70 0.09 -0.55
H 0.23 0.76 -0.91 0.13
H 1.48 0.26 1.01 -0.03
H -2.40 0.93 -0.53 0.08
H 3.74 0.94 0.06 -0.20
H -1.33 -1.64 0.78 0.15
```

Record 3
A molecular structure, C3H5NO2 in a non-equilibrium geometry. Source: the Open Molecules 2025 dataset; level of theory: ωB97M-V with the def2-TZVPD basis set.

Summary:
* Kohn-Sham gap: 9.64 eV
* spin multiplicity: 1
* LUMO level: 0.877 eV
* HOMO energy: -8.8 eV

```
11
Properties=species:S:1:pos:R:3:lowdin_charge:R:1
N 2.00 0.67 0.24 0.12
C 0.85 0.48 -0.36 -0.24
O 0.56 -0.84 -0.51 -0.09
C -0.75 -0.59 0.20 -0.16
C -1.67 0.16 -0.76 -0.27
O -2.65 0.77 -0.41 0.05
H 2.22 1.63 0.45 0.10
H 2.73 -0.04 0.31 0.11
H -0.76 -0.05 1.17 0.13
H -1.03 -1.62 0.39 0.12
H -1.35 0.07 -1.82 0.13
```

Record 4
C3H5NO2 in the gas phase in a non-equilibrium geometry. Source: the Open Molecules 2025 dataset; level of theory: ωB97M-V with the def2-TZVPD basis set.

Summary:
* Kohn-Sham gap: 10.82 eV
* spin multiplicity: 1
* LUMO level: 0.852 eV
* SMILES: [H]/N=C(\C=C)OO
* HOMO energy: -10.0 eV

```
11
Properties=species:S:1:pos:R:3:lowdin_charge:R:1
C 0.89 0.20 -0.05 -0.43
C -0.43 -0.20 -0.56 -0.12
C -1.48 0.61 -0.51 0.04
O 1.10 -0.42 1.20 -0.07
O 0.49 -1.71 1.33 -0.02
N 1.70 1.08 -0.42 0.18
H 0.59 -1.89 2.27 0.11
H 1.45 1.59 -1.26 0.07
H -0.46 -1.16 -1.05 0.11
H -1.43 1.57 -0.02 0.07
H -2.43 0.33 -0.93 0.06
```

Record 5
C3H5NO2 in the gas phase in a non-equilibrium geometry. Source: the Open Molecules 2025 dataset; level of theory: ωB97M-V with the def2-TZVPD basis set.

Summary:
* Kohn-Sham gap: 9.72 eV
* spin multiplicity: 1
* LUMO level: 0.533 eV
* SMILES: O=C1CCN1O
* HOMO energy: -9.2 eV

```
11
Properties=species:S:1:pos:R:3:lowdin_charge:R:1
C 1.14 0.11 0.80 -0.15
C -0.25 -0.18 1.50 -0.06
C -0.83 0.08 0.15 -0.42
H 1.48 0.74 -1.82 0.25
H 1.59 1.02 1.45 0.15
H 1.72 -0.90 0.74 0.15
H -0.62 0.53 2.31 0.13
H -0.25 -1.09 1.95 0.07
N 0.46 0.40 -0.38 -0.24
O 0.81 -0.17 -1.54 -0.02
O -1.75 -0.22 -0.54 0.14
```

Record 6
C3H5NO2 in the gas phase in a non-equilibrium geometry. Source: the Open Molecules 2025 dataset; level of theory: ωB97M-V with the def2-TZVPD basis set.

Summary:
* Kohn-Sham gap: 10.91 eV
* spin multiplicity: 1
* LUMO level: 0.582 eV
* SMILES: CC(=O)NC=O
* HOMO energy: -10.3 eV

```
11
Properties=species:S:1:pos:R:3:lowdin_charge:R:1
O 1.72 -0.57 -1.14 0.08
C 0.80 -0.10 -0.51 -0.50
N -0.51 -0.39 -0.96 0.10
C -1.56 -0.60 -0.06 -0.32
O -2.60 0.00 -0.07 0.09
C 0.94 0.72 0.73 0.00
H -0.40 -0.60 -1.94 0.14
H -1.38 -1.29 0.76 0.13
H 0.65 1.76 0.60 0.10
H 1.98 0.78 1.04 0.09
H 0.36 0.30 1.55 0.08
```

Look up the spin multiplicity of the first one. 1

Among the records above, which one has the highest spin multiplicity? number 2